Record 1
Computed, not measured: an isolated ion of composition C4H8N3S and charge +1 at a distorted geometry, with ωB97M-V/def2-TZVPD.

Results
Frontier orbital gap in eV: 7.388
Total energy in eV: -19574.6113
HOMO energy in eV: -11.96
Relative energy (zero: lowest compared OMol25 entry of this formula, charge and spin) in kJ/mol: 255.04

Structure (ORCA input):
```
! RIJCOSX wB97M-V def2-TZVPD def2/J DEFGRID3
* xyz 1 1
C -0.953 -0.969 1.220
C -1.124 -1.274 -0.100
C -0.515 1.027 0.010
C 0.799 0.889 -0.619
N -0.635 0.408 1.333
N -1.110 -0.047 -0.818
N 1.799 0.150 -0.066
S 1.011 1.648 -2.098
H -1.081 -1.655 2.033
H -1.722 -2.086 -0.462
H -1.060 1.943 -0.031
H -1.143 0.215 -1.763
H 2.431 -0.483 -0.556
H -1.132 0.818 2.041
H 1.512 -0.338 0.798
H 1.857 0.742 -2.514
*
```

Record 2
Computed, not measured: an isolated ion of composition C4H8N3S and charge +1 at a distorted geometry, with ωB97M-V/def2-TZVPD.

Results
Frontier orbital gap in eV: 7.944
Total energy in eV: -19572.9824
HOMO energy in eV: -12.66
Relative energy (zero: lowest compared OMol25 entry of this formula, charge and spin) in kJ/mol: 412.21

Structure (ORCA input):
```
! RIJCOSX wB97M-V def2-TZVPD def2/J DEFGRID3
* xyz 1 1
C -0.888 -0.434 0.627
C 0.066 -2.948 0.270
C -0.305 2.615 -0.959
C 0.494 3.293 0.072
N -1.211 0.693 0.194
N -0.887 1.549 -0.683
N 0.735 -3.972 -0.157
S 0.501 -1.390 -0.106
H -1.679 -0.980 1.067
H -0.695 -3.307 1.009
H -0.620 3.050 -1.929
H 0.466 2.871 1.088
H 0.306 4.266 0.269
H 1.656 3.274 -0.207
H 1.306 -3.772 -0.965
H 0.756 -4.806 0.408
*
```

Record 3
Computed, not measured: an isolated ion of composition C4H8N3S and charge +1 at a distorted geometry, with ωB97M-V/def2-TZVPD.

Results
Frontier orbital gap in eV: 8.069
Total energy in eV: -19572.5489
HOMO energy in eV: -12.85
Relative energy (zero: lowest compared OMol25 entry of this formula, charge and spin) in kJ/mol: 454.02

Structure (ORCA input):
```
! RIJCOSX wB97M-V def2-TZVPD def2/J DEFGRID3
* xyz 1 1
C 0.954 -0.674 -1.258
C 2.695 0.247 -0.281
C -1.899 0.301 0.529
C -2.726 -0.929 0.619
N -0.132 -0.143 -1.017
N -0.816 0.397 -0.156
N 3.205 1.138 0.566
S 2.076 -1.254 0.067
H 1.202 -0.685 -2.225
H 2.608 0.427 -1.344
H -2.230 1.172 1.089
H -2.128 -1.772 0.821
H -3.191 -1.065 -0.352
H -3.545 -1.022 1.267
H 3.272 1.076 1.538
H 3.626 1.890 0.184
*
```

Record 4
Computed, not measured: an isolated ion of composition C4H8N3S and charge +1 at a distorted geometry, with ωB97M-V/def2-TZVPD.

Results
Frontier orbital gap (alpha / beta) in eV: 6.435 / 8.330
Total energy in eV: -19571.6753
HOMO energy (alpha / beta) in eV: -10.08 / -14.52
Relative energy (zero: lowest compared OMol25 entry of this formula, charge and spin) in kJ/mol: 231.42

Structure (ORCA input):
```
! RIJCOSX wB97M-V def2-TZVPD def2/J DEFGRID3
* xyz 1 3
C -0.209 2.018 -0.222
C -1.750 0.194 -0.512
C 1.280 0.166 0.579
C 0.748 -0.798 -0.434
N -1.213 1.287 -0.241
N 0.915 1.582 0.434
N 0.487 -2.089 -0.047
S -2.985 -0.593 0.332
H -0.290 2.986 -0.791
H 1.187 -0.086 1.580
H 2.327 0.045 0.527
H 0.768 -0.377 -1.492
H 1.432 2.407 0.638
H -3.102 -1.655 -0.426
H 0.357 -2.466 0.868
H 0.051 -2.620 -0.794
*
```

Record 5
Computed, not measured: one molecule with the formula C4H8N4 at a distorted geometry, with ωB97M-V/def2-TZVPD.

Results
Frontier orbital gap in eV: 8.548
Total energy in eV: -10232.2198
HOMO energy in eV: -8.72
Structure (SMILES): [H]\N=C(N)/C=C\C=N/N
Relative energy (zero: lowest compared OMol25 entry of this formula, charge and spin) in kJ/mol: 581.06

Structure (ORCA input):
```
! RIJCOSX wB97M-V def2-TZVPD def2/J DEFGRID3
* xyz 0 1
H -0.802 -0.024 3.327
N 0.190 0.285 2.724
C 0.134 0.274 1.452
N 1.166 0.813 0.568
C -1.068 -0.210 0.806
C -1.325 -0.654 -0.518
C 0.165 -1.227 -0.930
N 0.838 -0.633 -1.736
N 0.546 0.751 -1.898
H 2.040 1.054 1.208
H 1.065 1.065 -0.440
H -1.808 0.151 1.454
H -2.193 -1.279 -0.830
H 0.847 -2.233 -0.657
H 0.695 1.039 -2.970
H -0.491 0.828 -1.561
*
```

Record 6
Computed, not measured: one molecule with the formula C4H8N4 at a distorted geometry, with ωB97M-V/def2-TZVPD.

Results
Frontier orbital gap in eV: 8.964
Total energy in eV: -10234.3557
HOMO energy in eV: -8.20
Structure (SMILES): CNc1cnc(N)[nH]1
Relative energy (zero: lowest compared OMol25 entry of this formula, charge and spin) in kJ/mol: 374.98

Structure (ORCA input):
```
! RIJCOSX wB97M-V def2-TZVPD def2/J DEFGRID3
* xyz 0 1
C 2.560 -0.055 0.472
N 1.604 -0.707 -0.689
C 0.366 -0.034 -0.477
C -0.196 1.204 -0.331
N -1.547 1.108 -0.272
C -1.861 -0.085 -0.181
N -3.228 -0.470 0.085
N -0.884 -0.934 -0.461
H 3.656 -0.026 0.017
H 2.414 -0.516 1.524
H 2.168 1.134 0.690
H 2.204 -0.110 -1.182
H 0.515 2.143 -0.362
H -3.073 -0.831 1.081
H -3.913 0.239 0.084
H -0.785 -2.060 0.001
*
```

Record 7
Computed, not measured: a 3-piece molecular cluster, C4H8N4 overall at a distorted geometry, with ωB97M-V/def2-TZVPD.

Results
Frontier orbital gap in eV: 7.818
Total energy in eV: -10230.1933
HOMO energy in eV: -7.34
Relative energy (zero: lowest compared OMol25 entry of this formula, charge and spin) in kJ/mol: 776.60

Structure (ORCA input):
```
! RIJCOSX wB97M-V def2-TZVPD def2/J DEFGRID3
* xyz 0 1
C -0.242 0.137 1.214
C -0.298 -1.273 1.326
C -0.046 -1.667 -0.072
C 0.044 -0.695 -1.019
H -1.137 0.649 2.909
H -1.018 1.955 1.710
H -0.655 -2.087 1.893
H 0.138 -2.741 -0.256
H 0.238 -0.477 -3.352
H 1.679 -0.647 -2.209
H 0.709 2.497 0.337
H 0.721 1.411 -1.733
N -0.652 1.137 1.984
N 0.767 -0.299 -2.242
N -0.066 0.417 -0.064
N -0.181 1.684 -0.426
*
```

Record 8
Computed, not measured: one molecule with the formula C4H8N4 at a distorted geometry, with ωB97M-V/def2-TZVPD.

Results
Frontier orbital gap in eV: 10.179
Total energy in eV: -10230.4686
HOMO energy in eV: -9.36
Structure (SMILES): C=NN1C[C@@H]1/C=N/N
Relative energy (zero: lowest compared OMol25 entry of this formula, charge and spin) in kJ/mol: 750.03

Structure (ORCA input):
```
! RIJCOSX wB97M-V def2-TZVPD def2/J DEFGRID3
* xyz 0 1
C 0.359 -2.284 1.401
N -0.060 -1.016 1.407
N 1.143 -0.125 1.220
C 0.252 1.076 1.520
C 0.855 0.847 0.203
C -0.315 0.653 -0.817
N -0.130 0.495 -2.100
N -1.639 0.427 -2.567
H -0.486 -3.066 1.752
H 1.475 -2.288 1.254
H 0.671 2.050 2.285
H -0.863 0.985 1.544
H 1.818 1.569 -0.226
H -1.238 0.533 -0.402
H -2.039 -0.300 -2.170
H -1.445 0.310 -3.594
*
```